Entry from the OMol25 dataset: a molecular structure, C18H8F5N3O4OsSe (the ωB97M-V functional and the def2-TZVPD basis).

Geometry as XYZ:
```
40
Properties=species:S:1:pos:R:3:forces:R:3
Os -0.4741 0.7300 0.8269 0.64 0.06 -0.63
O -1.6133 4.3286 5.2987 -0.12 0.04 -0.06
C -0.8482 3.3154 5.6620 0.27 0.05 -0.07
O -0.3868 3.1868 6.7554 -0.10 -0.05 0.01
C -0.4915 2.2814 4.6209 0.02 -0.12 0.04
C 0.3194 1.1929 4.9224 -0.09 0.05 -0.01
N 0.4718 0.4627 3.8095 -0.04 -0.04 -0.02
N -0.2057 1.0136 2.7920 0.06 0.08 0.15
C -0.7924 2.1150 3.2736 -0.05 0.09 -0.01
C -1.5734 2.8838 2.2688 0.06 0.01 0.13
O -2.1824 3.8794 2.4842 0.00 -0.03 -0.03
O -1.4958 2.3128 1.0240 -0.06 0.19 0.02
H -1.8966 4.3130 4.3667 0.01 -0.03 0.07
H 0.7708 0.9217 5.8641 0.00 0.00 0.00
H 0.9566 -0.4161 3.6974 0.03 0.03 0.01
N 1.3800 0.1766 0.2879 -0.32 0.02 0.39
C 2.4882 -0.0095 0.0028 -0.07 0.09 -0.08
C 3.8156 -0.2276 -0.3833 0.00 -0.02 -0.09
C 4.8290 -0.2894 0.5895 0.02 -0.01 -0.02
C 6.1273 -0.4918 0.1765 0.00 0.00 0.02
C 6.4104 -0.6345 -1.1803 -0.01 0.00 -0.01
C 5.4047 -0.5746 -2.1419 -0.03 0.00 0.01
C 4.0979 -0.3688 -1.7554 0.07 0.00 0.03
H 4.5929 -0.1745 1.6383 -0.01 0.00 0.00
H 6.9254 -0.5382 0.9037 0.00 0.00 0.01
H 7.4336 -0.7939 -1.4939 0.00 0.00 0.00
H 5.6469 -0.6865 -3.1891 0.00 0.00 0.00
H 3.3036 -0.3144 -2.4871 -0.01 0.00 0.00
F -4.4556 1.0963 -1.6869 -0.05 0.03 -0.09
C -4.0037 0.4203 -2.7228 0.26 -0.07 0.14
C -2.5832 -0.0337 -3.0269 -0.25 0.07 0.04
F -1.9894 0.2043 -4.1869 0.11 0.03 -0.05
C -1.9503 -0.1129 -1.8013 -0.08 -0.14 -0.07
F -0.9494 0.7307 -1.3836 -0.02 0.09 0.05
C -2.4702 -1.0312 -0.7966 -0.07 0.05 -0.01
Se -1.8198 -1.0462 0.9614 -0.28 -0.52 0.12
C -3.5402 -1.6490 -1.3350 0.05 0.08 0.02
F -4.2596 -2.5897 -0.8316 -0.01 -0.06 0.04
C -3.8268 -1.0187 -2.6851 0.08 0.01 -0.06
F -4.2613 -1.8059 -3.6587 -0.04 0.00 0.01
```
Positions in Å, forces in eV/Å.

Results
**Energy relative to the best compared isomer or geometry (same formula, charge and spin)**: 1.529 eV
**HOMO-LUMO gap (alpha / beta)**: 5.16 / 5.09 eV
**Net charge**: +2



Entry from the OMol25 dataset: C4H9BClNO2 in the gas phase in a non-equilibrium geometry (the ωB97M-V functional and the def2-TZVPD basis).

Geometry as XYZ:
```
18
Properties=species:S:1:pos:R:3:forces:R:3
B 2.2052 -0.3362 -1.0454 1.28 1.77 -1.42
C 0.7279 -1.5461 0.6014 -0.75 0.91 2.97
C 0.0885 -0.2113 1.4413 -0.90 0.39 -3.61
C -0.9435 0.4085 0.3529 -1.23 0.50 2.37
C -2.2499 -0.4311 0.1322 2.15 -0.68 1.65
N 2.8853 0.3860 -1.9939 0.33 -1.03 0.75
O 1.4651 -1.0825 -0.4633 -0.76 -1.76 -0.63
O 0.8402 0.7437 1.7652 2.86 0.97 0.46
Cl -3.3062 -0.2239 1.5295 -0.69 0.13 0.42
H 1.4442 -1.9887 1.2665 0.20 -0.36 0.39
H -0.1204 -2.2073 0.4284 0.48 -0.03 -1.06
H -0.2524 -0.8391 2.2108 -1.72 -0.81 1.65
H -0.9791 1.5934 0.6371 -0.76 -3.11 -0.42
H -0.4401 0.4363 -0.5648 0.98 -0.12 -1.64
H -2.0483 -1.5518 0.1233 0.05 1.48 -0.19
H -2.7688 -0.1934 -0.7402 -0.96 0.52 -1.34
H 2.3083 1.0825 -2.3792 -0.43 1.31 -0.65
H 3.6227 0.0625 -2.6052 -0.12 -0.07 0.30
```
Positions in Å, forces in eV/Å.

Results
**Energy relative to the best compared isomer or geometry (same formula, charge and spin)**: 0.160 eV
**HOMO-LUMO gap**: 6.47 eV
**Net charge**: 0



Entry from the OMol25 dataset: C4H8O2 in the gas phase (the ωB97M-V functional and the def2-TZVPD basis).

Geometry as XYZ:
```
14
Properties=species:S:1:pos:R:3:forces:R:3
C 1.3254 -1.8218 -0.8610 0.09 -0.26 -0.07
O 1.1273 -0.4428 -0.6543 0.10 0.19 0.15
C 0.3416 -0.1994 0.4772 -0.02 -0.01 0.33
C 0.5652 1.1850 1.0958 -0.51 0.01 -0.02
C -1.5735 1.7932 0.1583 -0.16 0.05 -0.29
O -0.5326 1.8935 1.1671 0.46 -0.01 -0.05
H 1.8815 -2.2662 -0.0212 -0.09 0.05 -0.15
H 0.3671 -2.3578 -0.9694 0.18 0.13 0.00
H 1.9073 -1.9325 -1.7798 -0.11 0.00 0.16
H 0.7248 -0.7277 1.3701 -0.04 -0.46 -0.18
H -0.6948 -0.5563 0.3126 0.19 0.29 -0.01
H -1.0515 1.8490 -0.7966 -0.35 -0.04 -0.10
H -2.2061 0.9020 0.1936 0.27 0.13 0.28
H -2.1816 2.6818 0.3077 0.01 -0.07 -0.05
```
Positions in Å, forces in eV/Å.

Results
**Energy relative to the best compared isomer or geometry (same formula, charge and spin)**: 5.016 eV
**HOMO-LUMO gap**: 8.93 eV
**Net charge**: 0



Entry from the OMol25 dataset: 34 unconnected molecules or ions with the total composition H68O34 in a non-equilibrium geometry (the ωB97M-V functional and the def2-TZVPD basis).

Geometry as XYZ:
```
102
Properties=species:S:1:pos:R:3:forces:R:3
O 0.5236 1.6144 -1.8775 -0.23 0.56 0.81
H 0.7964 0.9259 -2.4839 0.15 -0.84 -0.37
H 1.0665 2.3677 -2.1097 0.06 0.18 0.22
O -0.4724 -4.5163 -4.7550 0.31 -0.04 -0.29
H -0.8272 -3.8749 -4.1394 -0.12 0.20 0.47
H -1.1767 -5.1544 -4.8692 -0.17 -0.16 -0.04
O -4.5122 -0.5620 -1.1139 -0.54 0.23 0.04
H -4.1649 -1.4540 -1.1104 0.24 -0.76 -0.06
H -3.8195 -0.0363 -1.5139 0.25 0.17 -0.05
O -1.5351 -2.0312 2.0077 -0.30 0.08 -0.24
H -1.0126 -2.7844 2.2833 0.18 -0.38 0.40
H -0.8962 -1.3303 1.8783 0.14 0.35 -0.07
O -2.3823 0.6422 2.8692 0.05 0.07 0.28
H -2.2791 1.1497 2.0642 -0.13 0.31 -0.28
H -2.5275 -0.2554 2.5701 -0.27 -0.39 -0.34
O -2.3860 1.0524 -1.8571 -0.22 -0.32 -0.13
H -1.6005 1.1753 -2.3901 0.37 0.26 -0.22
H -2.2047 1.5312 -1.0484 -0.04 0.37 0.53
O 1.0265 -0.5767 -3.3544 -0.95 0.62 -0.34
H 1.6454 -1.2817 -3.1640 0.91 -0.43 0.12
H 1.3430 -0.1940 -4.1727 -0.14 -0.02 -0.29
O -3.2381 -3.0724 -1.2175 -0.55 0.23 -0.38
H -2.3848 -2.8026 -1.5569 0.48 0.04 -0.23
H -3.0539 -3.3982 -0.3364 0.17 -0.42 0.41
O -4.3844 -2.4423 2.0429 -0.34 0.16 0.23
H -4.6345 -3.1945 1.5063 -0.11 -0.14 -0.12
H -3.4302 -2.4066 1.9763 0.45 -0.06 -0.05
O -1.2383 2.8802 0.4929 -0.27 -0.71 0.08
H -0.6835 2.1014 0.4515 0.27 -0.25 0.23
H -0.8925 3.4578 -0.1875 0.06 0.65 -0.57
O 0.9245 4.7017 2.3654 0.28 0.50 -0.14
H 0.7070 4.2503 3.1810 -0.34 -0.18 0.27
H 1.1732 4.0012 1.7624 0.00 -0.25 -0.05
O -1.2780 1.6143 -4.3365 0.22 0.12 0.00
H -0.7841 1.7192 -5.1497 0.09 0.13 -0.24
H -1.8502 0.8643 -4.4983 -0.35 -0.26 -0.06
O 4.2366 -0.3007 0.1082 0.04 -0.55 -0.90
H 4.3213 0.6312 -0.0931 -0.11 0.88 -0.07
H 4.9446 -0.7177 -0.3829 0.25 -0.32 -0.08
O 2.2450 4.3645 -0.4391 0.79 -0.55 0.29
H 1.4272 4.6500 -0.8465 -0.68 0.31 0.07
H 2.9214 4.5821 -1.0805 0.03 0.48 -0.11
O -1.7331 -0.6849 5.3180 0.03 -0.20 0.39
H -2.2758 -0.0481 5.7829 -0.07 0.15 0.13
H -1.9969 -0.6015 4.4017 -0.04 0.30 -0.28
O -4.5257 2.9223 -2.4480 -0.16 0.52 -0.06
H -3.9509 2.1585 -2.3987 0.34 -0.38 0.16
H -4.7591 2.9876 -3.3741 -0.15 0.03 -0.17
O 4.4313 2.4002 -0.5333 0.28 -0.40 -0.22
H 3.6692 2.9632 -0.3971 -0.67 0.37 -0.01
H 4.9954 2.8987 -1.1244 0.40 0.10 -0.06
O 1.0060 -0.3734 2.8015 -0.05 -0.64 0.09
H 1.9353 -0.1647 2.8968 0.89 -0.01 0.07
H 0.8667 -0.4217 1.8557 -0.17 0.22 -0.80
O -0.5084 -2.5728 -2.2472 -0.66 0.20 -0.03
H 0.2145 -3.0332 -1.8210 0.30 -0.77 0.29
H -0.0886 -2.0399 -2.9225 -0.15 0.49 -0.23
O 1.7537 3.8996 -3.3502 -0.44 0.29 0.10
H 2.2087 3.0589 -3.3994 0.53 -0.61 -0.36
H 2.4460 4.5373 -3.1764 0.07 0.32 -0.19
O 0.2183 -2.4217 4.6528 0.49 -1.11 -0.11
H 0.5907 -1.9410 3.9135 0.16 0.46 -0.16
H -0.4588 -1.8410 5.0000 -0.37 0.30 0.37
O -0.0132 -0.2362 0.2125 0.04 -0.11 0.62
H 0.2061 0.4865 -0.3757 0.32 0.45 -0.53
H -0.4303 -0.8870 -0.3521 -0.32 -0.43 -0.32
O 2.5342 2.2189 1.9589 -0.12 -0.40 -0.19
H 2.9980 2.8399 2.5205 0.01 0.32 0.35
H 2.8820 2.3821 1.0822 -0.12 0.03 0.05
O -5.7255 0.2922 1.1695 -0.43 0.49 0.50
H -5.1138 -0.2217 0.6424 0.18 -0.22 -0.62
H -5.2837 0.4016 2.0116 0.00 -0.02 0.26
O -0.2280 -4.7839 2.2791 0.45 0.00 0.12
H -0.3751 -5.1282 3.1601 -0.13 0.08 0.52
H 0.7171 -4.8585 2.1470 0.22 0.05 -0.08
O 0.8740 1.4588 4.6808 0.34 0.91 0.55
H 0.5418 0.7664 5.2521 -0.22 -0.20 0.08
H 0.9650 1.0405 3.8247 -0.42 -0.09 -0.20
O -0.4668 4.5823 -1.6091 0.27 0.12 0.50
H 0.1359 4.0796 -2.1570 0.07 -0.17 -0.68
H -1.2303 4.7316 -2.1668 -0.42 0.11 -0.08
O 3.1641 1.4451 -3.3777 0.06 0.30 -0.19
H 3.3382 0.8248 -4.0856 0.09 -0.10 -0.24
H 3.8053 1.2244 -2.7021 0.06 -0.06 0.46
O -2.1845 3.7472 2.9013 -0.28 0.36 0.60
H -2.0376 2.9115 3.3444 0.01 -0.21 0.24
H -1.7655 3.6427 2.0470 0.18 -0.03 -0.32
O 2.5617 -2.4021 0.5135 -0.28 -0.74 0.13
H 3.0374 -1.5758 0.4285 0.09 0.56 -0.35
H 2.6670 -2.6462 1.4330 -0.02 -0.01 0.40
O -2.4083 -4.7443 0.8758 -0.76 0.01 -0.35
H -2.6784 -5.6550 0.9935 -0.20 -0.16 -0.10
H -1.6033 -4.6646 1.3876 0.37 0.00 0.06
O 3.0695 -2.1911 -3.1173 0.47 0.20 0.02
H 3.5828 -2.5754 -3.8279 0.02 -0.15 -0.32
H 3.0689 -2.8601 -2.4327 -0.26 -0.47 0.47
O 1.4928 -4.2027 -1.2197 0.13 -0.23 -0.37
H 1.8253 -3.7672 -0.4348 0.34 0.70 0.49
H 1.4880 -5.1329 -0.9941 -0.21 -0.34 -0.25
O 4.1822 -0.2590 2.6607 -0.23 -0.43 1.17
H 4.1272 -0.4637 1.7272 0.26 0.17 -0.17
H 4.5891 0.6068 2.6929 -0.05 0.19 0.11
```
Positions in Å, forces in eV/Å.

Results
**Energy relative to the best compared isomer or geometry (same formula, charge and spin)**: 4.579 eV
**HOMO-LUMO gap**: 7.21 eV
**Net charge**: 0